(P)
Molecular formula: C2H9N2S2
Method: DFT, ωB97M-V with the def2-TZVPD basis set

## Properties
E_HOMO: -13.63 eV
net charge: +1

```
15
Properties=species:S:1:pos:R:3:mulliken_charge:R:1
C 1.53 0.46 -0.71 -1.238
C 0.71 0.70 0.54 0.805
N -1.17 -1.34 -0.63 -0.672
N -0.51 1.16 0.47 -0.321
S 0.13 0.15 3.57 -0.169
S 1.32 -0.11 1.97 -0.003
H 0.90 0.46 -1.62 0.344
H 2.25 1.31 -0.63 0.401
H 2.04 -0.47 -0.73 0.394
H -0.74 -1.11 -1.52 0.219
H -1.41 -2.37 -0.73 0.264
H -1.37 1.35 1.04 0.220
H -0.76 1.47 -0.45 0.291
H -2.13 -0.95 -0.58 0.238
H 0.95 0.55 4.59 0.227
```

(Q)
Molecular formula: C2H9N2S2
Method: DFT, ωB97M-V with the def2-TZVPD basis set

## Properties
E_HOMO: -13.45 eV
net charge: +1

```
15
Properties=species:S:1:pos:R:3:mulliken_charge:R:1
C -1.72 -0.10 -0.70 -1.089
C -0.37 0.18 -0.35 0.645
N 0.11 -1.11 1.25 -0.684
N 0.01 1.27 0.35 -0.284
S 2.82 0.14 -0.66 -0.198
S 0.96 -0.44 -1.60 0.028
H -2.23 0.85 -0.35 0.330
H -1.89 -0.01 -1.77 0.356
H -2.10 -1.02 -0.23 0.308
H 1.12 -0.77 1.36 0.318
H -0.43 -1.09 2.12 0.279
H 0.73 1.88 0.22 0.194
H -0.68 1.53 1.02 0.239
H 0.37 -2.11 1.01 0.338
H 3.29 0.79 -1.66 0.220
```

List of relative energies, unit hartree: (P) 0.0000; (Q) 0.0208

(P)
Molecular formula: CH3NO3S2
Method: DFT, ωB97M-V with the def2-TZVPD basis set

## Properties
E_HOMO (alpha / beta): -10.91 / -9.84 eV

```
10
Properties=species:S:1:pos:R:3:mulliken_charge:R:1
C -1.69 -0.23 0.05 -0.716
N 1.67 -1.06 -0.97 -0.251
O 3.59 -1.31 0.73 -0.471
O -0.81 2.17 -0.83 -0.475
O 0.43 1.03 1.03 -0.506
S 2.42 -0.58 0.20 0.677
S -0.29 0.99 -0.27 0.839
H -1.25 -0.83 -0.70 0.269
H -1.51 -0.47 1.07 0.293
H -2.56 0.28 -0.31 0.340
```

(Q)
Molecular formula: CH3NO3S2
Method: DFT, ωB97M-V with the def2-TZVPD basis set

## Properties
E_HOMO: -10.33 eV

```
10
Properties=species:S:1:pos:R:3:mulliken_charge:R:1
C -2.37 0.34 0.73 -0.289
N -0.26 -0.10 -0.54 -0.562
O -4.27 -1.21 0.00 -0.478
O -0.29 1.79 1.35 -0.560
O -1.43 2.10 -0.91 -0.589
S -3.15 -0.40 -0.52 0.497
S -1.03 1.29 0.22 1.061
H -2.47 0.24 1.89 0.375
H 0.58 0.06 -1.08 0.265
H -0.12 -0.65 0.27 0.280
```

List of relative energies, unit hartree: (P) 0.0930; (Q) 0.0000